25
Properties=species:S:1:pos:R:3:nbo_charge:R:1 method="wB97M-V/def2-TZVPD" e_lumo_ev=0.62 relative_energy_kcal_mol=22.3 smiles="C[P@@](=O)(Br)[C@]12CC[C@H](CC1)C2" energy_ha=-3303.8247 orbital_gap_ev=10.521 fmax_ev_per_a=5.3
C 2.2964 -1.7568 -1.5501 -0.991
P 1.9647 -0.9488 0.0700 1.807
O 2.5255 -1.6496 1.2059 -1.059
Br 3.3125 0.8821 -0.3181 -0.338
C 0.1156 -0.0730 0.1852 -0.209
C -0.8052 -1.0454 0.9586 -0.442
C -2.0086 -0.1143 1.2171 -0.396
C -1.5087 1.3526 0.8156 -0.201
C -1.4527 1.5039 -0.6840 -0.407
C -0.4018 0.4580 -1.1306 -0.421
C 0.0440 1.1699 1.0903 -0.443
H 2.1140 -2.8045 -1.5206 0.246
H 1.8313 -1.2946 -2.3199 0.238
H 3.3228 -1.5897 -1.7906 0.263
H -0.3815 -1.5245 1.7738 0.230
H -1.0199 -1.8265 0.3589 0.202
H -2.9310 -0.1944 0.6529 0.206
H -2.2439 -0.0633 2.2008 0.205
H -2.0707 1.9572 1.5099 0.227
H -1.1425 2.4410 -1.0365 0.213
H -2.3821 1.3127 -1.1270 0.201
H -0.8078 -0.2020 -1.7806 0.210
H 0.5144 1.1269 -1.5931 0.222
H 0.7609 1.8457 0.7606 0.220
H 0.3543 1.0373 2.0512 0.216

***

62
Properties=species:S:1:pos:R:3:nbo_charge:R:1 method="wB97M-V/def2-TZVPD" e_lumo_ev=4.74 relative_energy_kcal_mol=31.3 energy_ha=-1605.0170 orbital_gap_ev=8.018 charge=-2 fmax_ev_per_a=4.1
O -15.8534 -8.8033 -10.5236 -1.021
C -16.0003 -8.1369 -11.7612 -0.108
C -17.5145 -7.9292 -12.0997 -0.132
O -17.4805 -7.4018 -13.4045 -1.039
H -15.5698 -8.7263 -12.5129 0.178
H -15.4048 -7.2246 -11.7337 0.139
H -18.1069 -7.3446 -11.4056 0.138
H -18.0331 -8.8385 -12.2363 0.149
O -16.9999 -6.5815 -9.4438 -1.022
H -16.6371 -5.7397 -9.8675 0.494
H -16.6868 -7.3952 -9.9029 0.521
O -15.1022 -7.0919 -14.5105 -1.007
H -14.4921 -7.3751 -13.8264 0.474
H -15.8930 -7.1380 -13.9926 0.499
O -18.2534 -4.7709 -11.6464 -0.950
H -17.8767 -4.1648 -12.2407 0.463
H -17.9352 -5.5920 -11.9301 0.484
O -14.3569 -9.9372 -14.8081 -0.929
H -13.7568 -9.4354 -15.4162 0.448
H -14.8139 -9.2288 -14.3791 0.474
O -13.4279 -7.4358 -10.3080 -0.996
H -14.3010 -7.8718 -10.3689 0.500
H -12.9317 -7.9656 -9.6765 0.487
O -14.8805 -7.3364 -7.5870 -0.949
H -15.5267 -7.4314 -8.2821 0.490
H -15.3790 -7.5821 -6.8412 0.451
O -12.5964 -6.6284 -12.8149 -1.004
H -12.6295 -6.9006 -11.8710 0.504
H -13.3210 -6.0418 -12.9441 0.467
O -18.2301 -9.1641 -15.1136 -0.993
H -17.5388 -8.9200 -15.7654 0.455
H -18.1476 -8.4780 -14.4288 0.498
O -14.4217 -4.5080 -13.1552 -0.962
H -14.8280 -4.6780 -12.3389 0.466
H -14.8631 -5.0593 -13.8185 0.504
O -17.2653 -10.8709 -10.8772 -1.017
H -18.2008 -10.5639 -10.9760 0.488
H -16.7188 -10.0891 -11.0174 0.488
O -17.9811 -5.6080 -15.4634 -0.963
H -17.7609 -6.0953 -16.2576 0.453
H -17.7609 -6.1994 -14.8000 0.500
O -19.8465 -10.0198 -10.9913 -0.965
H -19.6985 -9.2167 -11.4499 0.509
H -20.3800 -10.6956 -11.3931 0.486
O -16.9480 -11.0469 -13.5057 -0.973
H -16.8845 -10.8663 -12.5560 0.467
H -17.1617 -10.1771 -13.7701 0.463
O -13.5104 -10.0526 -11.5553 -0.960
H -13.5611 -10.9975 -11.4128 0.463
H -14.2168 -9.6839 -11.0407 0.481
O -14.6485 -10.2945 -8.8349 -1.005
H -15.1815 -9.7036 -9.4369 0.504
H -15.3212 -10.8390 -8.3778 0.459
O -19.6512 -6.8146 -9.1879 -0.988
H -19.7414 -6.3066 -8.3379 0.455
H -18.7080 -6.6950 -9.4375 0.500
O -18.0635 -9.4066 -8.3088 -0.961
H -18.4666 -8.6468 -8.5913 0.464
H -17.5913 -9.6014 -9.1162 0.485
O -20.2762 -7.7541 -12.8669 -0.969
H -20.6940 -6.9082 -12.7164 0.471
H -19.3411 -7.6054 -12.8341 0.494

***

10
Properties=species:S:1:pos:R:3:nbo_charge:R:1 method="wB97M-V/def2-TZVPD" e_lumo_ev="-6.93 / -6.45" relative_energy_kcal_mol=77.3 energy_ha=-334.6835 orbital_gap_ev="8.597 / 8.417" charge=+1 fmax_ev_per_a=5.8
C 0.2275 0.5358 0.5120 0.164
C 0.2425 -0.9688 0.4087 -0.068
C -1.7077 0.4401 -0.6875 0.087
N -3.6581 -0.3533 0.4678 0.342
N -0.7473 1.1267 -0.0220 -0.323
N -0.7415 -1.4113 -0.1861 -0.155
N -2.7528 0.0689 -0.0118 0.075
H 1.0360 1.1251 0.9771 0.260
H 1.0053 -1.5308 0.7645 0.271
H -1.3622 0.2170 -1.7633 0.348

***

14
Properties=species:S:1:pos:R:3:nbo_charge:R:1 method="wB97M-V/def2-TZVPD" e_lumo_ev=0.85 relative_energy_kcal_mol=66.8 smiles="O=C1O[C@@H]2C=C[C@H]1C2" energy_ha=-382.5793 orbital_gap_ev=10.674 fmax_ev_per_a=10.3
O 2.2558 0.1173 -0.1692 -0.569
C 1.0449 -0.1527 -0.0619 0.739
O 0.3043 -1.0888 -0.7716 -0.489
C -1.0676 -0.8739 -0.1038 0.060
C -1.4030 0.5909 -0.7901 -0.184
C -0.6451 1.4160 -0.1222 -0.169
C 0.3517 0.5906 0.7734 -0.352
C -0.8021 -0.4977 1.2136 -0.437
H -1.7948 -1.6613 -0.5207 0.238
H -1.8061 0.7993 -1.6428 0.200
H -0.3445 2.4319 -0.4309 0.227
H 0.9104 1.2039 1.3944 0.259
H -0.6042 -1.4034 1.8307 0.236
H -1.7150 -0.0371 1.4419 0.239